DFT (the ωB97M-V functional and the def2-TZVPD basis) results for 4 unconnected molecules or ions with the total composition C2H12NO3 at a distorted geometry.

Properties
- orbital gap (eV) = 10.894
- energy (a.u.) = -363.55268
- E_LUMO (eV) = -3.459
- total charge = +1
- HOMO level (eV) = -14.353
- max |F| (eV/A) = 4.07

Last column: Mulliken charge in e.
Positions of all 18 atoms, in Å:
O 1.779 1.064 0.792  -0.615
O 1.396 -0.137 -2.130  -0.673
O -0.330 3.435 2.556  -0.617
N -0.960 -0.995 -1.372  -0.231
C -1.112 -2.244 -0.670  -0.084
C -1.546 -2.487 0.598  -0.574
H -1.808 -1.724 1.367  0.259
H 1.527 1.725 1.431  0.304
H 1.831 0.572 -2.601  0.334
H 2.603 0.778 1.108  0.313
H 1.716 -0.215 -1.229  0.298
H -1.582 -0.238 -1.153  0.338
H -0.953 -1.177 -2.466  0.411
H -0.427 4.073 1.929  0.301
H 0.075 -0.782 -1.128  0.324
H -0.450 -2.996 -1.220  0.320
H -0.593 3.883 3.366  0.325
H -2.032 -3.439 0.892  0.266